[1]
An isolated ion of composition C11H24N3 and charge +1 at a distorted geometry, computed with ωB97M-V/def2-TZVPD.

Values from the calculation:
Orbital gap: 8.41 eV
Energy: -16255.6306 eV
Charge: +1
SMILES: CC[C@]1(C)[NH2+][C@@]1(C)[C@@]1(C)N(N)C1(C)C
Highest occupied orbital energy: -11.1 eV
Energy relative to the best compared isomer or geometry (same formula, charge and spin): 61.9 kcal/mol

Each atom is followed by the atoms it is bonded to, with distances in Å.
Positions of all 38 atoms, in Å:
1 C 2.50 -0.60 2.15  C2 1.541, H15 1.110, H16 0.991, H17 1.103
2 C 1.49 0.48 2.58  C1 1.541, C3 1.553, H18 1.088, H19 1.071
3 C 0.71 0.94 1.31  C2 1.553, C4 1.466, N5 1.478, C6 1.530
4 C 1.45 1.71 0.31  C3 1.466, H20 1.072, H21 1.124, H22 1.034
5 N -0.62 1.52 1.56  C3 1.478, C6 1.639, H23 1.074, H24 1.100
6 C -0.45 0.09 0.79  C3 1.530, N5 1.639, C7 1.466, C8 1.503
7 C -1.05 -1.00 1.57  C6 1.466, H25 1.064, H26 1.007, H27 1.031
8 C -1.06 0.14 -0.58  C6 1.503, C9 1.485, N10 1.502, C12 1.656
9 C -2.41 0.74 -0.67  C8 1.485, H28 1.065, H29 1.184, H30 1.061
10 N -0.10 0.47 -1.68  C8 1.502, N11 1.427, C12 1.459
11 N -0.58 1.14 -2.85  N10 1.427, H31 1.039, H32 1.003
12 C -0.33 -0.96 -1.57  C8 1.656, N10 1.459, C13 1.527, C14 1.513
13 C -1.32 -1.59 -2.55  C12 1.527, H33 1.048, H34 1.148, H35 1.093
14 C 0.84 -1.87 -1.24  C12 1.513, H36 1.063, H37 1.069, H38 1.037
15 H 3.31 -0.12 1.57  C1 1.110
16 H 2.21 -1.42 1.69  C1 0.991
17 H 3.02 -0.89 3.08  C1 1.103
18 H 2.13 1.32 2.87  C2 1.088
19 H 1.00 0.19 3.48  C2 1.071
20 H 1.98 2.43 0.91  C4 1.072
21 H 0.64 2.19 -0.31  C4 1.124
22 H 2.07 1.15 -0.31  C4 1.034
23 H -0.73 2.39 0.94  N5 1.074
24 H -0.97 1.37 2.59  N5 1.100
25 H -0.62 -1.08 2.54  C7 1.064
26 H -0.79 -1.84 1.07  C7 1.007
27 H -2.07 -0.90 1.45  C7 1.031
28 H -3.15 0.07 -0.29  C9 1.065
29 H -2.66 0.80 -1.83  C9 1.184
30 H -2.32 1.63 -0.10  C9 1.061
31 H -0.27 0.65 -3.71  N11 1.039
32 H -0.46 2.14 -2.95  N11 1.003
33 H -0.75 -1.76 -3.41  C13 1.048
34 H -1.97 -0.68 -2.82  C13 1.148
35 H -1.86 -2.40 -2.06  C13 1.093
36 H 0.41 -2.76 -0.84  C14 1.063
37 H 1.56 -1.48 -0.56  C14 1.069
38 H 1.21 -2.23 -2.14  C14 1.037

[2]
One molecule with the formula C23H30FN3O2, computed with ωB97M-V/def2-TZVPD.

Values from the calculation:
Orbital gap: 8.84 eV
Energy: -35623.5491 eV
Charge: 0
SMILES: O=C(Nc1ccccc1F)N1CCC(NC(=O)[C@]23C[C@H]4C[C@H](C[C@H](C4)C2)C3)CC1
Highest occupied orbital energy: -8.5 eV
Energy relative to the best compared isomer or geometry (same formula, charge and spin): 4.0 kcal/mol

Each atom is followed by the atoms it is bonded to, with distances in Å.
Positions of all 59 atoms, in Å:
1 O -4.41 -1.93 1.25  C2 1.215
2 C -3.82 -1.43 0.32  O1 1.215, N3 1.379, N11 1.366
3 N -4.24 -0.27 -0.30  C2 1.379, C4 1.390, H30 1.008
4 C -5.37 0.50 -0.01  N3 1.390, C5 1.392, C9 1.397
5 C -6.29 0.20 0.99  C4 1.392, C6 1.383, H31 1.077
6 C -7.38 1.04 1.19  C5 1.383, C7 1.384, H32 1.079
7 C -7.57 2.17 0.42  C6 1.384, C8 1.386, H33 1.079
8 C -6.66 2.48 -0.57  C7 1.386, C9 1.376, H34 1.078
9 C -5.58 1.65 -0.77  C4 1.397, C8 1.376, F10 1.365
10 F -4.68 1.95 -1.75  C9 1.365
11 N -2.69 -1.97 -0.21  C2 1.366, C12 1.451, C29 1.450
12 C -1.91 -1.37 -1.28  N11 1.451, C13 1.526, H35 1.101, H36 1.098
13 C -0.72 -2.26 -1.64  C12 1.526, C14 1.536, H37 1.089, H38 1.091
14 C 0.19 -2.53 -0.43  C13 1.536, N15 1.447, C28 1.540, H39 1.095
15 N 1.07 -1.41 -0.19  C14 1.447, C16 1.354, H40 1.007
16 C 2.40 -1.46 -0.42  N15 1.354, O17 1.213, C18 1.532
17 O 2.94 -2.46 -0.85  C16 1.213
18 C 3.16 -0.17 -0.11  C16 1.532, C19 1.535, C26 1.532, C27 1.534
19 C 2.63 0.98 -0.98  C18 1.535, C20 1.529, H41 1.093, H42 1.093
20 C 3.42 2.26 -0.68  C19 1.529, C21 1.528, C25 1.527, H43 1.096
21 C 3.26 2.62 0.79  C20 1.528, C22 1.528, H44 1.093, H45 1.092
22 C 3.80 1.48 1.66  C21 1.528, C23 1.527, C27 1.529, H46 1.096
23 C 5.27 1.26 1.35  C22 1.527, C24 1.528, H47 1.092, H48 1.092
24 C 5.43 0.89 -0.12  C23 1.528, C25 1.528, C26 1.526, H49 1.095
25 C 4.90 2.03 -0.99  C20 1.527, C24 1.528, H50 1.092, H51 1.092
26 C 4.64 -0.38 -0.42  C18 1.532, C24 1.526, H52 1.091, H53 1.091
27 C 3.01 0.20 1.37  C18 1.534, C22 1.529, H54 1.093, H55 1.092
28 C -0.66 -2.83 0.82  C14 1.540, C29 1.525, H56 1.089, H57 1.093
29 C -2.11 -3.12 0.45  N11 1.450, C28 1.525, H58 1.092, H59 1.095
30 H -3.70 0.09 -1.07  N3 1.008
31 H -6.15 -0.68 1.59  C5 1.077
32 H -8.09 0.79 1.97  C6 1.079
33 H -8.42 2.81 0.59  C7 1.079
34 H -6.78 3.36 -1.19  C8 1.078
35 H -1.54 -0.38 -0.97  C12 1.101
36 H -2.53 -1.24 -2.17  C12 1.098
37 H -1.08 -3.20 -2.04  C13 1.089
38 H -0.13 -1.77 -2.42  C13 1.091
39 H 0.85 -3.37 -0.67  C14 1.095
40 H 0.66 -0.56 0.16  N15 1.007
41 H 1.57 1.16 -0.79  C19 1.093
42 H 2.74 0.72 -2.04  C19 1.093
43 H 3.04 3.07 -1.30  C20 1.096
44 H 2.20 2.80 1.02  C21 1.093
45 H 3.81 3.54 1.01  C21 1.092
46 H 3.68 1.74 2.72  C22 1.096
47 H 5.67 0.45 1.98  C23 1.092
48 H 5.84 2.16 1.58  C23 1.092
49 H 6.49 0.72 -0.35  C24 1.095
50 H 5.46 2.95 -0.79  C25 1.092
51 H 5.03 1.78 -2.05  C25 1.092
52 H 5.02 -1.21 0.18  C26 1.091
53 H 4.76 -0.67 -1.47  C26 1.091
54 H 1.96 0.36 1.63  C27 1.093
55 H 3.38 -0.62 1.99  C27 1.092
56 H -0.25 -3.68 1.37  C28 1.089
57 H -0.64 -1.97 1.49  C28 1.093
58 H -2.71 -3.30 1.35  C29 1.092
59 H -2.18 -4.01 -0.19  C29 1.095